Entry 1:
DFT (wB97M-V/def2-TZVPD) results for a molecular structure, C14H25BN6SiW at a distorted geometry.

Structure (ORCA input):
```
! wB97M-V def2-TZVPD RIJCOSX def2/J DEFGRID3
* xyz 2 3
H -1.07677 -4.12032 0.00442
N 0.10638 -2.33170 -0.26390
B 2.25550 -0.81655 -0.85484
N 1.47128 -2.07335 -0.33234
C 2.10471 -3.24006 -0.11436
W -1.09760 -1.38926 -1.48421
H 3.18225 -3.26592 -0.07069
C 1.17267 -4.25897 0.00088
H 1.39332 -5.29709 0.14638
C -0.08574 -3.69063 -0.07976
H 3.20956 -1.32032 -1.45358
C -0.83485 3.38158 1.62497
H -1.74455 3.74336 1.12988
H -0.33088 2.65472 0.97553
H -0.16393 4.23949 1.74791
N 3.03412 0.11442 0.18531
N 1.45135 -0.10635 -2.00095
N 2.48407 0.86024 1.22332
N 0.08375 -0.01449 -2.22460
C 4.39453 0.26318 0.19908
C 2.06669 0.30672 -3.12399
H 5.00793 -0.23785 -0.53866
H 3.14577 0.36787 -3.15525
C 4.73896 1.09391 1.25946
C 1.11735 0.57720 -4.10005
C 3.50860 1.44128 1.86955
C -0.13052 0.38095 -3.53441
H 5.72411 1.39800 1.54181
H 1.32750 0.88933 -5.10392
H 3.39105 2.07897 2.73286
H -1.12645 0.50983 -3.93484
H -1.05656 2.95635 2.54522
C -2.21011 -0.70052 1.36315
Si -3.53702 -0.53459 0.02217
C -5.16440 -1.23777 0.62261
C -3.78379 1.27881 -0.36156
C -3.10788 -1.46309 -1.57543
H -2.69926 -0.53560 2.34057
H -1.40345 0.04418 1.29769
H -1.74180 -1.69243 1.41574
H -5.56241 -0.66607 1.47419
H -5.90369 -1.19205 -0.18953
H -5.05159 -2.28607 0.93174
H -2.88551 1.88560 -0.17815
H -4.07368 1.39548 -1.41504
H -4.60099 1.68548 0.25276
H -3.51847 -2.48518 -1.56437
H -3.51212 -0.92086 -2.44317
*
```

Calculated values
- gap between HOMO and LUMO (alpha / beta) (eV) = 3.88 / 4.15
- total energy (eV) = -34224.4500

natural (NBO) atomic charge list, values in e, 2 entries: H 0.26; N -0.44

---

Entry 2:
DFT (wB97M-V/def2-TZVPD) results for 4 unconnected molecules or ions with the total composition C14H25BrN6O5 at a distorted geometry.

Structure (ORCA input):
```
! wB97M-V def2-TZVPD RIJCOSX def2/J DEFGRID3
* xyz 0 1
N 3.83162 -4.80837 2.02271
C 3.13035 -3.89953 1.72419
C 2.53961 -2.52279 1.21576
Br 3.87824 -1.56239 0.06904
C 1.20888 -2.70768 0.34555
C 1.04841 -4.22922 -0.08729
N 0.69475 -5.25391 -0.57464
C -0.07595 -2.31012 1.25736
O -1.01820 -3.44437 1.27532
N -0.89882 -4.01403 2.52319
O -0.93452 -5.19795 2.42563
H 2.33344 -1.80306 2.07519
H 1.30997 -2.03784 -0.56628
H -0.63219 -1.42036 0.83594
H 0.24496 -2.16039 2.33652
C 1.53211 2.44656 1.74247
C 1.84965 1.12401 2.38409
O 1.42356 0.06274 1.93370
N 2.63337 1.12694 3.49412
C 3.22544 2.26393 4.16797
H 0.90147 2.28527 0.87048
H 0.99364 3.08529 2.44643
H 2.45221 2.93620 1.41714
H 2.80438 0.20526 3.87009
H 4.30960 2.13537 4.17555
H 2.86205 2.28363 5.19739
H 2.97801 3.20376 3.68095
C -1.71482 3.82823 -2.06095
C -0.43429 4.20202 -1.36251
O 0.36975 3.36130 -0.98015
N -0.18480 5.52481 -1.16148
C -1.00484 6.65802 -1.53734
H -1.77572 2.74426 -2.14991
H -2.57361 4.17746 -1.48356
H -1.73561 4.25966 -3.06389
H 0.68982 5.70163 -0.68890
H -0.42455 7.29949 -2.20382
H -1.25640 7.21819 -0.63429
H -1.92045 6.35386 -2.03844
C -4.08899 -2.81781 -3.38494
C -2.73888 -2.15403 -3.31229
O -2.50418 -1.08969 -3.87050
N -1.76543 -2.77858 -2.59589
C -1.84757 -4.03223 -1.86947
H -4.76021 -2.20693 -3.98731
H -4.00008 -3.80025 -3.85338
H -4.51397 -2.91602 -2.38373
H -0.88840 -2.27830 -2.59076
H -1.61479 -3.83959 -0.82448
H -1.10422 -4.71702 -2.27953
H -2.83378 -4.48545 -1.94102
*
```

Calculated values
- gap between HOMO and LUMO (eV) = 8.99
- structure (SMILES) = N#C[C@@H](Br)[C@@H](C#N)CON=O.CNC(C)=O.CNC(C)=O.CNC(C)=O
- total energy (eV) = -104139.9066

natural (NBO) atomic charge list, values in e, 2 entries: N -0.27; C 0.23